Record 1
C2H4OPb | ωB97M-V/def2-TZVPD

2S+1: 2
Charge: +1
LUMO level (alpha / beta) in eV: -6.007 / -5.906
Expectation value of S²: 0.75

```
8
Properties=species:S:1:pos:R:3:forces:R:3:mulliken_spin:R:1
O -0.420 -1.103 -1.232 -0.31 -0.10 0.82 -0.01
Pb -0.618 -2.127 -3.243 -0.11 -0.51 -0.91 1.00
C -0.017 -0.164 -0.643 1.02 1.54 0.35 0.01
C 0.498 0.898 -0.089 -0.32 -0.59 -0.64 0.00
H 1.532 0.863 0.255 -0.35 -0.03 0.06 0.00
H -0.080 1.823 -0.090 0.12 -0.28 0.17 0.00
H -0.628 -0.431 2.475 0.42 0.80 0.19 0.00
H -0.267 0.241 2.566 -0.46 -0.84 -0.04 0.00
```
Forces are in eV/Å.


Record 2
C35H37N2O7S5W | ωB97M-V/def2-TZVPD

Charge: +1
Relative energy (zero: lowest compared OMol25 entry of this formula, charge and spin) in kcal per mole: 102.0
LUMO level in eV: -3.236

```
87
Properties=species:S:1:pos:R:3:forces:R:3:lowdin_charge:R:1
W 0.216 0.842 0.644 -0.07 0.12 0.17 1.72
O -0.207 -3.055 -0.083 0.02 0.03 -0.01 -0.02
C 0.018 -2.161 0.973 0.03 -0.01 0.04 -0.84
O 0.760 -1.096 0.535 0.06 -0.25 -0.03 -0.28
C -1.350 -1.709 1.502 0.10 -0.07 0.00 -0.12
O -1.675 -0.462 0.877 -0.11 -0.01 0.02 -0.18
C -1.854 -0.561 -0.577 -0.05 0.01 -0.07 -0.03
C -0.953 0.554 -1.010 0.18 0.02 -0.15 -0.53
O -2.623 2.007 0.038 0.09 0.05 0.01 0.06
O 0.199 0.609 -1.573 -0.05 0.02 0.13 -0.02
H 0.617 -3.103 -0.592 -0.03 -0.02 -0.02 0.09
H -2.109 -2.459 1.288 -0.03 0.03 -0.01 0.15
H -1.325 -1.503 2.572 0.01 0.03 0.00 0.12
H -1.469 -1.506 -0.950 0.01 0.00 0.00 0.14
H -2.912 -0.456 -0.809 -0.01 0.00 0.01 0.14
C 2.914 -0.309 2.901 0.01 0.00 0.00 -0.01
C 1.997 0.711 2.313 0.07 0.02 0.00 -0.21
C 0.778 1.050 2.903 -0.06 0.03 -0.15 -0.25
C 0.306 0.361 4.158 0.01 -0.01 -0.02 -0.01
C 0.018 2.185 2.359 -0.01 0.12 -0.11 -0.32
C -1.276 2.611 3.009 0.01 -0.02 0.02 -0.03
C 0.714 3.080 1.471 -0.07 -0.10 0.09 -0.22
C 0.149 4.460 1.290 0.03 0.02 -0.05 0.00
C 1.776 2.584 0.709 0.06 0.14 0.00 -0.25
C 2.475 3.381 -0.358 0.01 -0.03 -0.01 -0.02
C 2.331 1.267 1.025 -0.02 -0.07 0.04 -0.32
C 3.521 0.748 0.266 0.02 0.00 0.00 -0.01
H 3.892 0.157 3.051 0.00 0.01 -0.02 0.11
H 3.060 -1.143 2.217 0.00 -0.02 0.01 0.04
H 2.565 -0.697 3.851 0.00 0.00 0.00 0.08
H 0.451 -0.716 4.096 0.02 -0.01 0.03 0.05
H -0.743 0.552 4.359 0.00 0.01 -0.01 0.08
H 0.876 0.726 5.015 -0.02 0.00 0.02 0.11
H -1.104 3.096 3.973 0.02 0.00 0.00 0.11
H -1.932 1.757 3.171 0.00 0.01 0.01 0.09
H -1.820 3.302 2.372 -0.01 0.00 0.00 0.08
H -0.756 4.467 0.680 0.00 -0.01 0.03 0.08
H 0.868 5.133 0.834 -0.01 0.00 -0.03 0.09
H -0.120 4.866 2.264 0.01 0.01 0.00 0.10
H 3.517 3.538 -0.074 0.00 -0.01 0.01 0.11
H 2.010 4.343 -0.529 0.00 0.00 -0.01 0.07
H 2.460 2.847 -1.307 -0.01 0.00 0.00 0.09
H 3.465 1.026 -0.783 0.00 -0.01 0.00 0.09
H 3.556 -0.338 0.312 -0.01 0.00 -0.01 0.05
H 4.458 1.137 0.672 -0.01 0.01 0.01 0.11
O -4.737 1.476 -0.443 -0.01 0.01 0.04 0.18
C -3.693 1.872 -0.854 0.05 -0.12 -0.21 -0.54
N -3.337 2.178 -2.133 -0.07 0.07 0.13 0.17
C -2.414 3.298 -2.357 -0.02 -0.06 -0.02 -0.24
C -1.143 2.965 -1.581 0.04 0.13 0.07 -0.28
O -0.082 3.466 -1.725 0.03 -0.08 -0.04 0.20
N -1.340 1.917 -0.553 -0.19 -0.04 0.07 -0.01
C -2.972 4.621 -1.809 -0.05 -0.01 0.01 -0.16
C -4.348 4.797 -1.696 0.02 -0.03 0.03 -0.01
C -4.869 5.998 -1.239 0.01 0.05 0.02 -0.05
C -4.023 7.039 -0.887 -0.02 -0.03 0.00 -0.06
C -2.652 6.872 -1.003 0.02 -0.03 -0.01 -0.06
C -2.128 5.672 -1.462 0.04 0.09 -0.02 -0.05
C -2.069 3.340 -3.845 0.04 0.02 0.01 -0.14
C -2.060 4.529 -4.560 -0.05 0.00 0.01 0.00
C -1.715 4.527 -5.905 0.00 -0.02 -0.03 -0.05
C -1.373 3.343 -6.538 0.00 0.03 0.01 -0.07
C -1.373 2.153 -5.823 -0.01 -0.02 0.02 -0.06
C -1.719 2.151 -4.482 0.03 0.01 -0.01 -0.02
H -4.092 2.092 -2.799 0.01 0.01 -0.01 0.17
H -5.036 4.003 -1.956 0.01 -0.01 -0.01 0.12
H -5.941 6.117 -1.159 0.00 0.00 0.00 0.11
H -4.431 7.974 -0.528 0.00 0.00 -0.01 0.11
H -1.981 7.680 -0.744 -0.01 0.01 0.00 0.11
H -1.056 5.578 -1.576 -0.02 -0.03 -0.01 0.12
H -2.332 5.458 -4.079 0.01 0.00 -0.01 0.12
H -1.718 5.456 -6.458 0.00 0.00 0.01 0.11
H -1.106 3.345 -7.586 0.00 0.00 0.00 0.11
H -1.103 1.225 -6.308 0.00 0.00 0.00 0.11
H -1.708 1.218 -3.930 0.00 0.00 0.01 0.11
C -0.073 -6.738 1.810 -0.02 0.00 -0.02 -0.37
S 1.295 -6.313 2.916 0.03 0.03 -0.01 0.83
C 2.220 -5.305 1.805 0.01 -0.06 -0.01 -0.99
C 2.009 -4.000 1.567 -0.04 0.00 0.02 -0.92
S 0.796 -3.059 2.410 -0.01 0.05 -0.03 1.01
S 3.076 -3.246 0.398 0.03 -0.06 0.04 0.94
C 4.047 -4.658 0.037 -0.05 -0.05 0.04 -1.47
S 5.281 -4.627 -1.016 0.02 0.00 -0.04 0.61
S 3.533 -6.057 0.933 0.02 0.11 -0.01 0.95
H -0.745 -7.371 2.385 0.00 -0.01 -0.01 0.04
H 0.290 -7.291 0.946 -0.01 -0.01 0.00 0.04
H -0.598 -5.839 1.495 0.01 0.01 0.01 0.03
```
Forces are in eV/Å.


Record 3
C4H14NO3 | ωB97M-V/def2-TZVPD

Charge: -1
Relative energy (zero: lowest compared OMol25 entry of this formula, charge and spin) in kcal per mole: 16.7
LUMO level in eV: 3.923

```
22
Properties=species:S:1:pos:R:3:forces:R:3:lowdin_charge:R:1
C -0.412 -0.976 0.790 0.34 -0.19 1.18 -0.29
N 0.142 -1.866 -0.182 0.43 -0.44 -1.29 -0.07
C 1.395 -1.418 -0.849 0.29 0.83 0.56 -0.47
O 1.287 -0.212 -1.420 0.11 -0.08 -0.57 -0.25
C -1.930 -0.921 0.733 -0.10 0.96 -1.54 -0.25
C -2.411 -0.291 -0.601 -0.27 0.31 0.75 -0.12
H 0.010 0.015 0.618 -0.22 0.07 -0.34 0.09
H -0.089 -1.184 1.832 -0.07 -0.27 -0.13 0.11
H 0.343 -2.817 0.087 -0.48 -0.10 0.68 0.08
H 1.646 -2.210 -1.578 -0.09 -0.19 -0.03 0.08
H 2.222 -1.428 -0.081 -0.07 -0.10 -0.04 0.09
H -2.412 -1.896 0.796 0.14 -0.15 0.51 0.09
H -2.318 -0.210 1.465 0.05 -0.41 0.58 0.09
H -1.928 0.681 -0.732 0.13 -0.11 -0.15 0.07
H -3.480 -0.085 -0.456 -0.02 -0.12 -0.44 0.05
H -2.239 -0.894 -1.487 0.08 -0.11 0.05 0.06
H -0.358 2.325 2.162 0.04 0.05 0.24 0.01
H 0.657 2.456 1.071 0.57 0.01 -0.50 -0.03
O 0.536 2.655 2.023 -0.48 -0.06 0.15 -0.11
H 1.288 1.027 -0.916 -0.92 0.00 0.21 -0.02
H 1.865 2.468 -1.007 -0.13 0.41 0.16 0.00
O 1.056 2.081 -0.656 0.70 -0.33 -0.08 -0.21
```
Forces are in eV/Å.


Record 4
C5H8ClN2 | ωB97M-V/def2-TZVPD

Structure (SMILES): C=[N+](C)/C=C\N=C/Cl
Charge: +1
Relative energy (zero: lowest compared OMol25 entry of this formula, charge and spin) in kcal per mole: 66.5
LUMO level in eV: -4.886

```
16
Properties=species:S:1:pos:R:3:forces:R:3:lowdin_charge:R:1
C 0.999 -1.047 -0.016 -2.65 2.61 -0.71 -0.08
C -0.326 -0.929 -0.402 2.56 -1.31 -0.93 -0.07
C -0.559 1.371 -0.325 -0.55 -3.61 0.22 0.23
C 2.875 0.384 0.687 -1.23 -1.83 -0.42 -0.58
C -2.500 -0.159 0.047 -1.45 3.18 -2.55 0.03
N 1.725 -0.127 0.638 -0.09 0.50 0.86 0.01
N -1.115 0.203 -0.275 1.07 1.25 0.13 -0.15
Cl 4.090 0.155 -0.462 0.44 0.07 -0.57 0.74
H 1.342 -1.979 -0.258 1.58 -2.30 -0.24 0.11
H -0.685 -1.736 -1.052 -0.34 0.31 0.72 0.14
H 0.443 1.425 -0.570 1.68 0.16 -0.73 0.09
H -1.050 2.155 0.045 -2.12 3.18 0.97 0.09
H 3.173 0.854 1.583 0.36 0.96 0.70 0.08
H -3.145 0.724 0.387 1.04 -0.82 -1.13 0.14
H -2.413 -0.689 0.915 -0.20 -2.45 1.71 0.07
H -2.855 -0.605 -0.943 -0.10 0.11 1.96 0.15
```
Forces are in eV/Å.


Record 5
C23H29FN2O4 | ωB97M-V/def2-TZVPD

Structure (SMILES): COc1cc(C(=O)N(C)[C@@H]2CCCN(Cc3ccccc3F)C2)cc(OC)c1OC
Charge: 0
Relative energy (zero: lowest compared OMol25 entry of this formula, charge and spin) in kcal per mole: 71.2
LUMO level in eV: 0.722

```
59
Properties=species:S:1:pos:R:3:forces:R:3:lowdin_charge:R:1
C 3.411 -0.861 -4.022 0.13 0.17 -0.40 -0.07
H 4.400 -0.556 -3.671 -0.04 0.01 0.00 0.09
H 2.859 0.017 -4.361 0.09 -0.12 0.01 0.10
H 3.525 -1.567 -4.845 0.03 0.06 0.05 0.09
O 2.705 -1.574 -3.030 -0.18 0.00 0.28 -0.06
C 2.410 -1.020 -1.824 -0.07 0.02 0.22 -0.18
C 1.887 -1.936 -0.906 0.05 0.13 0.12 0.03
C 1.499 -1.540 0.357 0.40 0.10 -0.30 -0.15
C 1.666 -0.217 0.746 0.02 0.14 0.05 0.03
C 2.179 0.710 -0.148 -0.03 -0.01 0.01 -0.18
C 2.555 0.320 -1.450 0.22 0.18 -0.17 -0.13
O 3.019 1.255 -2.358 -0.54 -0.30 0.32 -0.11
C 4.217 1.925 -2.015 0.30 0.16 0.05 -0.07
H 5.011 1.212 -1.766 -0.04 0.00 -0.03 0.10
H 4.073 2.609 -1.176 0.03 -0.07 -0.10 0.08
H 4.500 2.490 -2.902 0.06 -0.01 0.04 0.09
O 2.344 2.033 0.147 0.03 -0.32 -0.48 -0.09
C 2.077 2.465 1.459 -0.08 0.03 0.26 -0.07
H 1.025 2.319 1.723 0.10 -0.02 -0.02 0.07
H 2.302 3.531 1.466 -0.03 -0.05 0.05 0.10
H 2.713 1.953 2.187 -0.02 0.00 -0.02 0.10
H 1.398 0.070 1.750 -0.02 0.10 0.10 0.12
C 1.078 -2.564 1.368 0.07 0.01 -0.07 -0.42
O 1.929 -3.051 2.094 0.28 0.02 0.10 0.07
N -0.222 -2.936 1.434 -0.13 -0.19 0.12 -0.05
C -0.573 -3.939 2.422 0.20 -0.15 0.18 -0.03
H -1.047 -4.794 1.939 -0.06 0.00 0.01 0.09
H 0.342 -4.262 2.913 -0.17 -0.02 0.00 0.08
H -1.254 -3.522 3.168 -0.05 -0.01 0.01 0.09
C -1.352 -2.365 0.717 0.03 0.40 -0.36 -0.26
C -1.277 -2.453 -0.808 -0.33 -0.06 0.10 -0.13
C -2.606 -1.965 -1.377 0.16 0.22 -0.05 -0.17
C -2.902 -0.554 -0.873 -0.14 -0.24 -0.16 -0.20
N -2.955 -0.571 0.575 -0.09 0.03 0.01 -0.15
C -3.576 0.589 1.189 -0.02 -0.07 0.13 -0.13
C -2.783 1.872 1.096 0.06 -0.07 0.23 -0.14
C -1.996 2.309 2.155 -0.02 0.14 -0.18 -0.23
C -1.251 3.473 2.104 -0.09 -0.10 0.13 -0.03
C -1.266 4.225 0.943 -0.03 -0.05 0.02 -0.08
C -2.030 3.813 -0.134 -0.01 0.08 -0.15 -0.08
C -2.786 2.656 -0.052 0.07 0.05 0.12 -0.03
H -3.400 2.357 -0.888 -0.07 -0.05 -0.09 0.11
H -2.046 4.400 -1.040 0.00 0.06 -0.08 0.10
H -0.685 5.133 0.885 0.06 0.09 -0.01 0.11
H -0.681 3.775 2.969 0.05 0.00 0.09 0.12
F -1.959 1.582 3.298 -0.01 0.04 -0.09 0.06
H -3.743 0.344 2.242 -0.08 0.09 -0.12 0.12
H -4.549 0.730 0.711 0.04 0.02 0.07 0.13
C -1.660 -0.917 1.128 -0.11 -0.33 0.12 -0.12
H -1.708 -0.848 2.217 0.04 0.02 0.02 0.13
H -0.863 -0.247 0.766 -0.07 -0.04 0.07 0.12
H -3.873 -0.226 -1.251 0.03 0.07 -0.02 0.12
H -2.126 0.135 -1.250 -0.06 0.03 -0.02 0.13
H -2.569 -1.964 -2.467 -0.03 -0.03 -0.04 0.11
H -3.413 -2.629 -1.059 -0.07 -0.01 -0.04 0.12
H -0.474 -1.824 -1.189 -0.05 -0.05 0.00 0.10
H -1.082 -3.482 -1.114 0.09 -0.04 -0.02 0.12
H -2.222 -2.956 1.025 0.14 0.07 0.01 0.15
H 1.807 -2.965 -1.217 -0.02 -0.13 -0.06 0.14
```
Forces are in eV/Å.